# C46H117BN9O20

A 13-piece molecular cluster, C46H117BN9O20 overall (wB97M-V/def2-TZVPD, OMol25).

Computed properties:
- energy above the lowest of the compared OMol25 structures with the same formula, charge and spin (eV) = 3.551
- gap between HOMO and LUMO (eV) = 9.06
- net charge = -1
- E_tot (eV) = -104629.8804
- max |F| (eV Å⁻¹) = 5.8

Geometry as XYZ:
```
193
Properties=species:S:1:pos:R:3:forces:R:3
O -2.8879 0.1449 1.5988 1.1351 2.4542 -0.1691
O 7.6851 6.7729 -5.6356 -0.6854 -0.3345 0.9181
O -6.7589 1.1743 -6.6906 1.3309 0.4636 -0.2832
O 7.2095 -4.3736 -0.2395 0.8974 0.8350 0.9054
O -2.5809 -3.2421 1.0286 0.9606 2.8437 0.0392
O 1.0678 2.4202 1.8916 -2.5117 -2.2121 -0.3477
O -1.4909 -1.8035 -7.4987 -0.0955 -0.8179 0.1408
O -14.1194 -3.6988 4.8192 0.7308 0.4333 -1.8017
O -0.5495 0.7006 2.0128 1.1379 1.2378 0.3956
O -1.2342 -1.3196 0.7975 -1.9591 -0.9051 0.6515
O 8.2788 4.7023 7.5108 -0.3919 0.0182 -0.6089
O 3.5125 9.2363 -9.2810 0.1951 1.2486 -1.1939
O -4.4247 -1.2972 2.2601 2.7740 0.1812 -1.4585
O 0.8778 -12.4134 -4.2844 -0.8793 0.2109 0.8209
O -1.8757 -8.9676 5.5415 -1.3742 0.0901 -1.6291
O 0.4276 9.7607 0.8044 0.4961 1.1208 0.1968
O 0.1041 2.6457 -0.8347 -2.2541 -2.2093 1.3315
O -9.1573 3.8549 5.4157 -0.2964 0.8489 -2.2479
O -1.3847 0.8978 -0.1742 1.1728 1.9757 -0.4351
O 3.8151 -3.1319 11.7376 0.5535 0.3344 -0.4881
N 5.8320 8.6289 -10.7317 -1.3241 -1.2274 0.0974
N 7.3141 -7.4038 -2.2175 -0.0892 -0.8723 0.1086
N 1.3095 -1.7093 9.3807 -1.4835 -0.0522 -0.2306
N -8.5890 1.0565 6.4959 -0.4711 -0.7506 -2.0070
N 6.2303 6.7071 6.7566 0.8808 -0.0952 0.7887
N 0.4408 -13.0531 -7.4905 -1.6968 -0.5204 0.5537
N 8.0552 4.4486 -6.7933 1.4100 -0.4443 -0.0176
N -13.9272 -0.9150 4.8270 1.6947 -1.1380 0.5433
N -7.5040 -1.4296 -6.7729 0.7970 0.1233 0.6130
C 7.6850 7.9068 -4.7462 -1.4561 -0.8531 -0.1534
C 4.6284 5.4973 8.0620 -0.0396 -1.1610 0.0817
C 6.8586 5.6830 -5.0888 1.3251 0.7736 0.2177
C 6.4765 3.2140 -5.6066 -2.4629 -0.0657 1.0689
C 1.9878 -1.8762 10.6466 1.6254 0.2095 -0.6520
C 1.0258 -1.8052 11.8149 0.7611 0.3955 0.1360
C 9.1001 3.5973 7.2576 -0.4366 -0.4882 -0.2267
C -3.3276 -1.0339 1.7210 -4.9502 -2.1506 2.1726
C 0.8159 -11.4031 -3.2384 -0.2494 -0.1449 -1.2226
C 5.8049 10.8118 -11.8957 -0.8975 -0.6941 1.8205
C 1.0924 10.8806 -1.2676 1.6488 -0.3035 0.7271
C -7.6224 -1.7105 -4.4153 0.1282 1.1402 1.1713
C 1.5784 -12.9059 -6.6077 0.1898 -0.9521 -0.5965
C 7.8261 -6.1398 -1.7067 -0.8018 0.2837 -1.0963
C -6.8829 0.5090 -5.4327 -1.2497 1.0120 0.0841
C -13.0819 -1.0352 2.4902 -1.5997 1.8202 0.1098
C 1.4652 10.5917 0.2322 -0.6760 -0.4854 -1.8118
C -0.7744 -2.2647 -6.3593 0.5061 0.2324 0.9321
C 5.0237 -2.3601 11.4477 -1.0515 -0.0677 0.5540
C 5.3538 9.9822 -10.6569 -1.4644 1.8435 -1.0983
C 6.3096 -3.7748 0.7019 -0.2947 0.4347 -1.9184
C -7.8070 -0.6844 -5.5468 -1.2852 -0.8348 1.0785
C -5.6746 2.1209 -6.6441 0.3693 -0.1861 0.6674
C 6.8525 -5.6461 -0.6490 0.0651 -0.0109 -0.0679
C 0.1463 1.7219 1.4676 0.5066 0.8420 -0.9054
C 6.7904 4.5817 -6.0963 0.4052 0.1263 -2.1205
C 2.7563 -12.8262 -7.5493 2.3334 1.2146 -0.1436
C -6.5145 2.0153 7.2389 0.5868 -0.1955 -0.0305
C -0.8075 -8.2372 6.0403 0.5824 -1.5473 1.1676
C -7.9335 2.2818 6.7450 1.8884 2.8481 1.4700
C -13.4294 -3.0742 3.6373 -2.2065 -1.4398 2.4911
C -13.8728 -5.0676 4.8668 -0.1226 -0.7473 0.5812
C -0.4281 1.8664 -0.0438 1.5229 0.1797 0.2983
C 6.1323 5.6550 7.7637 -1.4712 -0.0344 -0.2635
C -0.3983 -9.1538 7.1695 0.3373 1.5535 2.1623
C 3.7572 10.0868 -10.4452 1.8053 -1.1128 1.0690
C 1.4439 -11.8928 -5.4585 1.0342 0.5792 -0.5900
C -9.3336 4.8893 4.3342 1.0004 -0.3523 1.9658
C 6.9078 4.3539 7.3356 -0.7130 1.5601 2.2258
C 0.4967 -3.0428 -6.6269 0.6699 -0.4119 -0.7237
C -7.8084 3.3685 5.5794 -2.2451 -1.1047 1.2421
C 7.9919 -5.3091 -2.9917 -0.2491 0.4723 0.0651
C 2.8378 -3.1815 10.6593 0.2512 1.2548 0.6949
C 2.1716 8.9631 -8.9452 0.5046 -0.8159 0.0688
C -13.9459 -1.6768 3.6037 0.5401 0.6072 -3.3066
C -2.3649 -2.0365 1.1376 1.3357 -1.8720 -0.6151
B -1.5304 0.1324 1.0831 1.1330 -0.3573 -0.9509
H 2.4259 -11.5013 -5.1931 0.4640 0.0610 -0.1017
H -0.8964 -1.2362 -7.9951 0.0436 0.0550 -0.0204
H 7.0848 -5.0892 -3.5547 -0.6046 -0.1994 0.6067
H 2.6439 -1.0075 10.7005 0.6342 -0.1534 0.6600
H 1.6858 8.3656 -9.7166 -0.1839 0.0792 -0.2948
H -4.7535 1.6037 -6.3755 0.1876 -0.1848 -0.2114
H 5.8100 -5.6226 -0.9667 -0.1656 -0.3222 -0.5651
H -8.4207 2.7403 7.6055 -0.3865 0.5746 -0.2587
H 6.5356 2.4484 -6.3803 -0.0121 0.2158 -0.1228
H 5.5596 -4.4976 1.0229 0.2993 0.0377 0.7074
H 7.9382 3.6305 -7.3740 -0.4683 0.1999 -1.2287
H -5.9778 0.1207 -4.9657 0.7384 0.3950 -0.3795
H 8.8070 -6.2475 -1.2439 0.1377 0.0972 0.2059
H 0.3634 -8.6153 7.7333 1.0817 -0.6261 -0.2305
H 5.4262 3.3470 -5.3473 -0.3901 -1.0025 0.4955
H -12.8110 -5.2774 4.9957 0.2004 -0.1029 0.2077
H 1.2550 9.9747 -1.8516 -0.9166 -0.3103 0.0992
H 2.7704 -13.4793 -8.4218 -0.8046 -0.3239 0.3266
H -1.1327 -9.1063 7.9736 -0.7854 -0.2954 -0.3372
H -7.1431 4.1673 5.9070 0.0654 0.0706 0.1411
H 1.7274 -13.8866 -6.1559 -0.3669 -0.1171 0.3780
H -6.5434 -1.1301 -6.6859 1.0617 -0.0173 -2.0402
H -8.0847 0.7669 5.6701 -0.4148 -0.8509 -0.7140
H -8.5221 -2.3145 -4.2980 -0.0180 0.1406 0.1247
H 4.1753 6.2250 8.7351 0.5017 0.3615 -0.1523
H 8.5381 3.8869 -6.1068 1.4481 0.5480 0.7236
H -5.9084 2.8494 7.5924 -0.3284 0.4252 -0.1322
H -8.3187 0.3426 7.1572 -0.0265 0.1595 0.5116
H 6.8060 8.5154 -4.9584 -0.3191 0.0842 -0.0052
H 1.2672 -2.5105 -7.1847 -0.0206 0.4033 0.0517
H -8.8692 4.6646 3.3740 0.2896 -0.4044 0.2108
H 8.0837 -7.9554 -2.5689 0.0201 -0.1046 -0.1990
H 5.6872 6.4873 5.9339 0.2058 -0.1814 -0.2116
H -7.4030 2.9322 4.6665 -0.0580 -0.1635 -0.2089
H -1.3372 -2.9236 -5.6981 -0.9328 0.0471 -0.6303
H -14.4550 -5.4901 5.6857 0.2662 0.1675 0.3618
H 4.0423 5.5041 7.1430 0.0530 0.0821 -0.1558
H 1.5318 -2.3215 12.6307 -0.6115 -0.3866 0.1806
H 3.4632 11.1180 -10.2494 -0.0348 0.1060 0.0962
H -8.8579 -0.4216 -5.4255 -0.1048 0.4827 -0.6672
H 7.0060 2.8453 -4.7281 0.2514 0.3536 0.0415
H 0.9778 -3.4354 -5.7311 -0.1864 0.3843 0.3370
H -13.5789 -0.0714 2.3801 -0.2739 0.2210 -0.7286
H -7.3194 1.2970 -4.8190 0.0734 -0.3282 0.8859
H -13.3520 -1.6557 5.2020 -0.3023 -0.1176 2.7232
H -6.7905 -2.4064 -4.5238 0.2791 0.1657 -0.3374
H 4.4048 4.5363 8.5252 0.1117 -0.2157 0.0828
H 6.8272 -3.1667 1.4439 0.1143 -0.7141 0.3025
H 6.5800 4.0152 6.3528 0.4771 0.0254 -0.3390
H 0.3298 -3.9435 -7.2177 -0.4746 -0.0042 -0.1638
H 6.8815 10.6433 -11.9215 -0.0733 0.3494 -0.6482
H 7.3196 5.2425 -4.2047 0.6170 0.2639 0.3767
H 6.0839 4.8655 -6.8763 -0.3976 0.0065 0.0572
H -5.7573 2.8991 -5.8853 -0.6859 -0.1067 0.5534
H 5.8836 5.9997 -4.7182 -0.2508 0.3611 -0.4620
H 0.1523 -11.6799 -2.4192 0.5367 -0.7877 0.0149
H 1.9094 11.4634 -1.6930 -0.0421 0.7188 0.1276
H 1.8040 -1.1613 8.6914 0.5670 -0.2198 0.0204
H 0.8916 -11.0353 -5.8430 -0.3834 0.2157 0.0530
H 8.4487 -4.3305 -2.8443 0.5055 -0.2450 0.0296
H -12.3577 -3.2120 3.7810 0.1550 0.1994 -0.1718
H -5.4798 2.7288 -7.5275 -0.6321 -0.7808 -0.6122
H 0.1642 -12.2814 -8.0806 0.7558 0.5055 -0.0155
H -5.9580 1.5706 6.4138 0.2470 -0.3619 0.1181
H -7.3982 -1.1448 -3.5110 -0.3356 -0.2877 0.5283
H 6.7124 3.5839 8.0819 -0.3479 -0.4014 -0.0586
H 6.8667 -7.9811 -1.5199 -0.0366 0.0381 0.3081
H 1.6609 11.5430 0.7270 -0.8410 -0.0595 0.6040
H 8.5119 8.6126 -4.8255 0.4941 -0.7873 -0.2029
H -1.1156 -7.2683 6.4332 0.1432 0.1847 -0.0967
H 4.9747 8.1496 -10.4963 -0.0316 -0.8764 1.8739
H -13.1340 -0.2947 4.7476 -0.1216 1.2046 -0.2779
H 3.3521 -3.3796 9.7188 -0.0931 0.1959 -0.1967
H 2.1150 -3.9779 10.8366 0.3969 -0.3487 0.2710
H 2.4516 10.1278 0.2404 -0.0884 -0.4872 0.0237
H 3.2173 9.7147 -11.3159 -0.0985 -0.1772 -0.1716
H 2.9940 -11.8529 -7.9786 -0.6799 0.5381 -0.0208
H 5.5713 -2.1392 12.3639 -0.2639 -0.6758 0.3945
H 2.2966 8.3030 -8.0868 -0.4840 0.1762 0.2088
H 5.2335 10.4620 -12.7556 0.4332 0.0901 -0.2986
H -13.1371 -1.5573 1.5350 0.3297 -0.0005 0.1064
H 3.7221 -13.0172 -7.0814 -0.0354 -0.3125 0.5760
H -14.9795 -1.7135 3.2598 -0.0440 -0.1477 -0.2581
H -0.6060 -1.3980 -5.7200 0.4793 0.1186 0.0932
H 0.9551 -0.7757 12.1659 -0.2626 0.1283 -0.1436
H -13.8220 -3.5588 2.7433 0.4449 -0.2907 -0.1240
H 5.5280 11.8355 -11.6441 0.3595 0.2276 -0.5049
H 8.4986 -5.9581 -3.7060 0.7024 0.3203 0.0813
H 7.2250 6.6593 6.5877 0.1875 0.7356 -1.0451
H 1.8348 -11.1421 -2.9523 -0.0489 -0.0585 0.3976
H -2.2518 -8.4978 4.7936 -0.2279 -0.0483 -0.1905
H 8.8710 2.7453 7.8977 0.0778 0.0673 0.7959
H 8.8064 3.1746 6.2968 0.7788 0.2044 -0.6544
H 5.7715 -3.0514 0.0893 -0.4443 0.2536 0.1933
H -12.1025 -0.6393 2.7590 0.4357 -1.0655 0.2632
H 1.5489 9.8240 -8.7019 0.1762 0.2373 0.0279
H 10.1414 3.8956 7.3792 -0.1273 -0.1321 -0.3521
H -10.3605 5.1858 4.1204 -0.2616 -0.8112 0.5471
H 7.5351 7.4859 -3.7520 0.4947 0.5469 0.4231
H 0.3211 -10.4997 -3.5950 0.1642 0.2288 -0.4884
H 0.5460 -1.0982 9.6332 -0.6090 -0.0403 -0.4829
H 0.0295 -2.1511 11.5396 0.1067 -0.4156 0.2875
H 6.9166 -6.3417 0.1878 -0.0628 -0.3017 0.3301
H 5.7449 8.2185 -11.6505 1.0500 0.8442 -1.3191
H -7.3073 -2.2972 -6.2947 -0.6387 -1.2008 -1.1715
H 5.7193 -2.8750 10.7850 -0.2817 -0.0482 -0.3078
H 6.6073 6.0677 8.6537 0.2472 -0.3474 0.0884
H -0.3767 -13.1871 -6.9127 -0.3335 -0.3326 0.0599
H 5.7836 10.4915 -9.7943 0.0610 -0.2931 0.2633
H -0.2255 -10.2122 6.9741 0.3783 0.3972 -0.4438
H 4.7970 -1.3434 11.1267 -0.2420 -0.1143 -0.7019
H -8.8818 5.7660 4.7984 0.2663 0.3353 -0.5129
H 0.1448 11.3911 -1.4393 0.0436 -0.3370 0.1539
H -6.5708 1.3363 8.0897 0.1480 -0.2922 -0.1236
H 0.7116 8.8588 0.9703 0.3701 0.1347 -0.1215
H -14.2059 -5.6713 4.0227 -0.1117 0.4096 -0.7063
H 0.0389 -8.1574 5.3581 -0.1373 0.3039 -0.4070
```
Positions in Å, forces in eV/Å.

Löwdin population analysis, charges in e, atoms 1 to 99: number 1, O, carries 0.27; number 2, O, carries -0.19; number 3, O, carries -0.18; number 4, O, carries -0.19; number 5, O, carries 0.11; number 6, O, carries 0.10; number 7, O, carries -0.07; number 8, O, carries -0.20; number 9, O, carries 0.21; number 10, O, carries 0.19; number 11, O, carries -0.20; number 12, O, carries -0.23; number 13, O, carries 0.09; number 14, O, carries -0.18; number 15, O, carries -0.08; number 16, O, carries -0.09; number 17, O, carries 0.10; number 18, O, carries -0.21; number 19, O, carries 0.20; number 20, O, carries -0.21; number 21, N, carries 0.04; number 22, N, carries 0.01; number 23, N, carries 0.03; number 24, N, carries 0.04; number 25, N, carries 0.03; number 26, N, carries 0.02; number 27, N, carries 0.03; number 28, N, carries 0.07; number 29, N, carries 0.05; number 30, C, carries -0.10; number 31, C, carries -0.07; number 32, C, carries -0.18; number 33, C, carries -0.08; number 34, C, carries -0.47; number 35, C, carries -0.06; number 36, C, carries -0.13; number 37, C, carries -0.42; number 38, C, carries -0.08; number 39, C, carries -0.07; number 40, C, carries -0.09; number 41, C, carries -0.08; number 42, C, carries -0.43; number 43, C, carries -0.42; number 44, C, carries -0.22; number 45, C, carries -0.07; number 46, C, carries -0.29; number 47, C, carries -0.33; number 48, C, carries -0.09; number 49, C, carries -0.44; number 50, C, carries -0.07; number 51, C, carries -0.45; number 52, C, carries -0.10; number 53, C, carries -0.25; number 54, C, carries -0.32; number 55, C, carries -0.48; number 56, C, carries -0.09; number 57, C, carries -0.09; number 58, C, carries -0.34; number 59, C, carries -0.46; number 60, C, carries -0.16; number 61, C, carries -0.16; number 62, C, carries -0.31; number 63, C, carries -0.42; number 64, C, carries -0.11; number 65, C, carries -0.14; number 66, C, carries -0.22; number 67, C, carries -0.06; number 68, C, carries -0.19; number 69, C, carries -0.10; number 70, C, carries -0.17; number 71, C, carries -0.07; number 72, C, carries -0.16; number 73, C, carries -0.12; number 74, C, carries -0.49; number 75, C, carries -0.33; number 76, B, carries -0.88; number 77, H, carries 0.12; number 78, H, carries 0.08; number 79, H, carries 0.08; number 80, H, carries 0.12; number 81, H, carries 0.08; number 82, H, carries 0.08; number 83, H, carries 0.13; number 84, H, carries 0.13; number 85, H, carries 0.08; number 86, H, carries 0.09; number 87, H, carries 0.06; number 88, H, carries 0.13; number 89, H, carries 0.13; number 90, H, carries 0.07; number 91, H, carries 0.08; number 92, H, carries 0.08; number 93, H, carries 0.06; number 94, H, carries 0.08; number 95, H, carries 0.07; number 96, H, carries 0.11; number 97, H, carries 0.14; number 98, H, carries 0.06; number 99, H, carries 0.07